No. 1
The following is a DFT calculation (ωB97M-V/def2-TZVPD) of a 2-piece molecular cluster, C11H13NOSe overall in a non-equilibrium geometry.

```
! wB97M-V def2-TZVPD RIJCOSX def2/J DEFGRID3
* xyz 0 1
O -0.807 -3.366 -0.497
C -0.889 -2.115 0.065
C 0.166 -1.415 0.552
Se 0.004 0.220 1.560
C -1.697 0.660 0.839
C -2.125 2.042 0.882
C -3.272 2.445 0.309
C -4.048 1.489 -0.349
C -3.635 0.193 -0.447
C -2.517 -0.321 0.237
N -2.247 -1.664 0.254
H 0.072 -3.554 -0.540
H 1.321 -1.738 0.411
H -1.491 2.715 1.407
H -3.607 3.447 0.273
H -5.003 1.624 -0.868
H -4.259 -0.561 -0.931
H -2.956 -2.335 -0.233
C 4.783 1.370 0.197
C 4.057 0.286 0.172
C 3.617 -0.556 -1.002
H 5.159 1.890 -0.696
H 5.241 1.761 1.195
H 3.726 0.069 1.170
H 4.247 -0.453 -1.972
H 2.527 -0.523 -1.339
H 3.635 -1.610 -0.650
*
```

Summary:
ΔE to the lowest compared entry with this formula, charge and spin = 0.9306 eV
molar mass = 254.2 g mol⁻¹
E = -2958.2776 hartree
Kohn-Sham gap = 7.73 eV
SMILES string = OC1=C[Se]c2ccccc2N1.C=CC


No. 2
The following is a DFT calculation (ωB97M-V/def2-TZVPD) of C20H25N2NiO4S2SbSe4 as an isolated structure in a non-equilibrium geometry.

```
! wB97M-V def2-TZVPD RIJCOSX def2/J DEFGRID3
* xyz -2 3
Ni -0.193 0.255 0.729
O 0.853 2.953 -3.202
S -0.249 2.954 -4.205
C -1.495 4.147 -3.627
C -2.017 3.972 -2.205
C -0.998 4.396 -1.147
C -1.521 4.259 0.274
S -1.701 2.587 0.996
O -1.785 1.596 -0.145
C -0.108 2.362 1.741
C -0.099 2.388 3.151
C 1.104 2.437 3.809
C 2.296 2.488 3.073
C 2.283 2.495 1.700
C 1.077 2.359 0.997
C -1.208 1.458 -4.006
C -2.395 1.312 -4.717
C -3.107 0.127 -4.605
C -2.627 -0.904 -3.807
C -1.433 -0.748 -3.119
C -0.712 0.438 -3.209
H -2.302 4.118 -4.361
H -0.986 5.111 -3.736
H -2.325 2.939 -2.029
H -2.915 4.594 -2.112
H -0.768 5.460 -1.281
H -0.071 3.848 -1.307
H -2.528 4.680 0.353
H -0.891 4.795 0.987
H -1.036 2.347 3.690
H 1.128 2.399 4.891
H 3.246 2.543 3.591
H 3.211 2.568 1.148
H 1.042 2.544 -0.069
H -2.757 2.107 -5.360
H -4.037 0.009 -5.150
H -3.157 -1.842 -3.707
H -1.056 -1.552 -2.502
H 0.213 0.563 -2.656
C -3.119 -0.883 3.842
C -1.870 -0.550 3.074
N -1.901 -0.347 1.795
O -3.169 -0.539 1.232
C -0.609 -0.503 3.770
C -0.462 -0.634 5.255
N 0.467 -0.469 2.990
O 1.598 -0.553 3.531
H -4.008 -0.642 3.271
H -3.128 -0.352 4.795
H -3.129 -1.954 4.059
H -2.994 -1.137 0.478
H -1.295 -0.184 5.800
H 0.469 -0.142 5.546
H -0.372 -1.678 5.578
Se -1.292 -4.763 -3.569
Sb -1.106 -4.495 -1.192
Se 2.048 -0.489 0.040
Se 0.324 -2.071 -0.197
Se -3.153 -3.460 -0.439
*
```

Summary:
ΔE to the lowest compared entry with this formula, charge and spin = 0.5913 eV
molar mass = 917.9 g mol⁻¹
E = -13338.1844 hartree
Kohn-Sham gap (alpha / beta) = 4.59 / 4.60 eV


No. 3
The following is a DFT calculation (ωB97M-V/def2-TZVPD) of a 12-piece molecular cluster, C20H44Br4O18 overall in a non-equilibrium geometry.

```
! wB97M-V def2-TZVPD RIJCOSX def2/J DEFGRID3
* xyz 0 1
C 6.596 -0.133 -4.292
C 7.809 -1.031 -4.557
C 8.033 -2.242 -3.667
O 8.084 -3.280 -4.627
C 7.871 -2.897 -5.822
O 8.051 -3.538 -6.832
O 7.746 -1.532 -5.791
H 5.757 -0.792 -4.514
H 6.490 0.677 -5.014
H 6.737 0.280 -3.293
H 8.754 -0.488 -4.540
H 7.301 -2.390 -2.874
H 8.972 -2.084 -3.136
C 1.431 -1.928 -1.278
C 0.822 -0.494 -1.215
C -0.750 -0.342 -1.428
O -1.145 -0.096 -0.083
C -0.098 0.517 0.486
O -0.125 1.179 1.533
O 1.035 0.079 -0.013
H 2.507 -1.854 -1.119
H 1.254 -2.414 -2.237
H 0.931 -2.509 -0.503
H 1.322 0.148 -1.941
H -1.120 -1.267 -1.870
H -1.164 0.366 -2.146
C -2.091 -3.988 5.444
C -1.404 -5.337 5.639
C -2.362 -6.512 5.392
O -1.791 -7.200 4.321
C -0.642 -6.574 3.996
O 0.037 -6.915 3.046
O -0.393 -5.400 4.647
H -2.797 -3.850 4.625
H -1.474 -3.126 5.189
H -2.710 -3.788 6.318
H -0.942 -5.515 6.611
H -3.424 -6.404 5.171
H -2.426 -7.081 6.320
C -2.928 9.302 4.792
C -2.333 8.556 6.031
C -0.996 7.749 5.739
O -0.045 8.279 6.667
C -0.654 9.183 7.516
O -0.159 9.631 8.556
O -1.934 9.435 7.079
H -3.284 8.494 4.153
H -2.062 9.787 4.341
H -3.694 9.985 5.158
H -3.078 7.836 6.368
H -0.663 7.818 4.704
H -1.233 6.686 5.802
Br -6.842 2.801 4.408
C -6.253 0.916 4.473
C -7.492 -0.015 4.937
Br -7.338 -1.924 4.174
H -5.309 0.741 4.989
H -6.028 0.626 3.447
H -8.296 0.469 4.381
H -7.427 0.070 6.022
Br 1.740 -4.268 -8.822
C 0.163 -5.535 -8.945
C -0.575 -5.529 -7.605
Br -1.618 -3.877 -7.585
H 0.641 -6.492 -9.155
H -0.487 -5.325 -9.794
H 0.181 -5.510 -6.820
H -1.252 -6.383 -7.590
O 2.450 5.172 -4.158
H 1.767 5.046 -3.500
H 2.006 5.031 -4.994
O -2.256 6.096 -2.476
H -2.895 5.439 -2.753
H -2.258 6.045 -1.520
O 5.482 -6.475 -0.195
H 5.955 -6.958 -0.873
H 4.997 -7.147 0.284
O 2.565 -1.010 4.371
H 1.880 -0.341 4.355
H 2.228 -1.711 3.813
O -5.663 3.408 -4.060
H -6.066 2.559 -4.243
H -5.185 3.625 -4.861
O -2.465 2.627 -7.340
H -1.770 3.129 -7.765
H -2.203 1.713 -7.451
*
```

Summary:
molar mass = 892.2 g mol⁻¹
E = -12438.7520 hartree
Kohn-Sham gap = 10.08 eV
SMILES string = C[C@H]1COC(=O)O1.C[C@H]1COC(=O)O1.C[C@H]1COC(=O)O1.C[C@H]1COC(=O)O1.BrCCBr.BrCCBr.O.O.O.O.O.O


No. 4
The following is a DFT calculation (ωB97M-V/def2-TZVPD) of C18H27CaClNO4P2 as an isolated structure in a non-equilibrium geometry.

```
! wB97M-V def2-TZVPD RIJCOSX def2/J DEFGRID3
* xyz 1 1
Ca -0.532 -0.081 0.656
P -2.026 0.782 -1.760
C -2.520 -1.006 -1.959
C -1.401 -2.022 -2.090
N -0.369 -1.961 -1.225
C 0.583 -2.916 -1.308
C 0.527 -3.928 -2.262
C -0.543 -4.004 -3.140
C -1.535 -3.032 -3.047
C 1.788 -2.900 -0.393
P 1.569 -2.047 1.232
H -2.413 -3.007 -3.690
H 1.358 -4.644 -2.264
H -0.607 -4.800 -3.888
H 2.121 -3.931 -0.187
H 2.614 -2.359 -0.895
H -3.098 -1.242 -1.015
H -3.169 -1.044 -2.850
H -1.899 -1.750 2.387
O -2.294 -1.492 1.478
H -3.197 -1.830 1.449
H -0.814 -0.467 3.680
O -0.942 -1.439 3.594
H -0.959 -1.785 4.502
C 1.064 -3.478 2.259
H 1.902 -4.168 2.402
H 0.719 -3.107 3.232
H 0.236 -4.007 1.791
C 3.343 -2.016 1.670
H 3.477 -1.394 2.568
H 3.721 -3.035 1.857
H 3.909 -1.559 0.846
C -1.409 1.239 -3.420
H -2.234 1.412 -4.117
H -0.826 2.162 -3.298
H -0.736 0.475 -3.807
C -3.727 1.447 -1.858
H -3.711 2.473 -1.477
H -4.083 1.429 -2.892
H -4.386 0.857 -1.213
Cl 2.615 7.963 1.782
C 2.085 6.348 1.572
C 2.348 5.682 0.364
C 1.897 4.366 0.178
C 1.178 3.720 1.191
C 0.940 4.390 2.398
C 1.384 5.700 2.596
C 0.640 2.329 0.997
O 0.845 1.722 -0.117
O -0.033 1.760 1.948
H 2.895 6.207 -0.417
H 2.117 3.860 -0.767
H 0.397 3.886 3.201
H 1.192 6.241 3.526
*
```

Summary:
ΔE to the lowest compared entry with this formula, charge and spin = 0.0000 eV
molar mass = 458.9 g mol⁻¹
E = -2878.3126 hartree
Kohn-Sham gap = 8.28 eV


No. 5
The following is a DFT calculation (ωB97M-V/def2-TZVPD) of C23H33Br22F2N2O4PS as an isolated structure in a non-equilibrium geometry.

```
! wB97M-V def2-TZVPD RIJCOSX def2/J DEFGRID3
* xyz 0 1
C -4.668 -3.867 0.532
C -4.667 -4.368 -1.028
S -3.225 -3.660 -2.050
C -3.292 -1.813 -1.823
C -1.951 -0.975 -2.221
C -2.349 0.566 -1.869
C -1.614 1.237 -0.578
C -1.298 2.827 -0.990
O -2.653 1.344 0.500
C -1.979 -0.938 -3.896
O -3.015 -0.806 -4.729
N -0.538 -1.026 -4.379
C 0.471 -0.865 -3.221
Br 0.897 1.072 -3.151
P 2.076 -1.693 -3.801
C 3.650 -1.024 -2.962
C 4.233 -1.999 -1.733
C 2.251 -1.628 -5.740
C 3.539 -0.754 -6.253
C -0.448 -1.569 -2.012
N 0.165 -1.782 -0.662
C 1.180 -2.897 -0.607
O 1.976 -2.921 0.497
F 1.377 -4.001 -1.568
C -0.813 -2.101 0.437
O -1.184 -3.407 0.554
F -1.366 -1.180 1.452
H -5.643 -3.312 0.871
H -3.771 -3.147 0.744
H -4.532 -4.795 1.265
H -4.631 -5.544 -1.139
H -5.667 -4.001 -1.516
H -3.569 -1.527 -0.706
H -4.198 -1.412 -2.479
H -2.223 1.202 -2.867
H -3.521 0.582 -1.653
H -0.675 0.672 -0.170
H -1.125 2.949 -2.152
H -0.410 3.290 -0.387
H -2.271 3.443 -0.703
H -2.219 1.618 1.366
H -0.448 -1.945 -4.910
H 4.593 -0.918 -3.690
H 3.542 0.041 -2.460
H 4.005 -1.516 -0.670
H 5.393 -2.143 -1.777
H 3.749 -3.063 -1.746
H 2.314 -2.718 -6.214
H 1.300 -1.131 -6.256
H 3.454 -0.554 -7.407
H 3.458 0.311 -5.732
H 4.568 -1.233 -5.934
H -0.568 -2.657 -2.494
C 0.848 3.478 2.657
Br 1.450 2.335 1.203
Br 1.306 5.343 2.350
Br -1.050 3.249 3.019
H 1.385 3.161 3.557
C 5.048 6.364 4.313
Br 5.525 6.650 6.177
Br 5.837 7.707 3.148
Br 5.471 4.558 3.726
H 3.961 6.477 4.240
C -3.090 0.076 4.528
Br -3.568 1.216 6.030
Br -4.100 0.526 2.928
Br -1.173 0.079 4.198
H -3.366 -0.947 4.803
C 0.787 -4.021 5.025
Br 0.309 -2.881 6.527
Br -0.224 -3.571 3.424
Br 2.704 -4.019 4.695
H 0.511 -5.045 5.300
C 5.422 11.662 1.177
Br 4.933 13.317 0.279
Br 6.519 11.988 2.750
Br 3.861 10.578 1.596
H 6.032 11.085 0.475
C -5.327 0.774 9.439
Br -5.430 2.606 10.084
Br -4.510 -0.411 10.748
Br -7.061 0.116 8.849
H -4.673 0.781 8.561
C 0.688 -5.517 -5.095
Br 0.996 -3.596 -5.117
Br 0.737 -6.278 -6.884
Br 1.905 -6.431 -3.885
H -0.325 -5.673 -4.708
*
```

Summary:
molar mass = 2260.5 g mol⁻¹
E = -58873.6352 hartree
Kohn-Sham gap = 6.33 eV


No. 6
The following is a DFT calculation (ωB97M-V/def2-TZVPD) of a 2-piece molecular cluster, C2H6N4 overall in a non-equilibrium geometry.

```
! wB97M-V def2-TZVPD RIJCOSX def2/J DEFGRID3
* xyz 0 1
C 0.177 1.812 0.710
C 0.221 -1.653 -0.260
N -0.643 -0.800 1.588
N 0.212 1.671 -1.636
N 0.126 1.900 -0.467
N 0.320 -0.775 0.824
H -0.311 2.284 1.517
H 0.773 -2.510 0.081
H 0.672 -1.092 -1.080
H -0.817 -2.073 -0.275
H -1.479 -1.220 1.182
H 0.748 2.456 -2.183
*
```

Summary:
ΔE to the lowest compared entry with this formula, charge and spin = 6.1413 eV
molar mass = 86.1 g mol⁻¹
E = -298.6232 hartree
Kohn-Sham gap = 9.50 eV